The following is a DFT calculation (the ωB97M-V functional and the def2-TZVPD basis) of C39H62InN4O2 as an isolated structure in a non-equilibrium geometry.

Calculated values
DFT total energy in a.u.: -2082.73845
Total charge: +1
Energy above the lowest of the compared OMol25 structures with the same formula, charge and spin in kcal/mol: 36.8
Kohn-Sham gap in eV: 5.65

Cartesian coordinates (Å):
In: 2.11 -0.18 -1.00
C: 5.29 0.85 -1.31
N: 4.63 -0.11 -0.44
C: 5.14 -1.45 -0.69
C: 4.77 0.29 0.95
C: 3.78 -0.42 1.88
N: 2.37 -0.19 1.54
C: 1.55 -1.25 2.14
C: 0.22 -1.58 1.50
C: -0.90 -1.63 2.29
C: -2.09 -2.18 1.83
C: -2.11 -2.63 0.51
C: -1.02 -2.61 -0.34
C: 0.20 -2.09 0.17
O: 1.33 -2.12 -0.50
C: -1.20 -3.26 -1.71
C: 0.01 -3.19 -2.64
C: -1.53 -4.75 -1.51
C: -2.39 -2.59 -2.43
C: -3.31 -2.37 2.71
C: -3.04 -2.01 4.17
C: -4.45 -1.50 2.18
C: -3.73 -3.85 2.67
C: 2.01 1.15 2.03
C: 0.63 1.67 1.71
C: -0.22 2.01 2.74
C: -1.39 2.73 2.50
C: -1.68 3.05 1.18
C: -0.88 2.69 0.10
C: 0.33 2.00 0.36
O: 1.23 1.77 -0.57
C: -1.33 3.06 -1.32
C: -0.18 3.61 -2.17
C: -2.42 4.13 -1.37
C: -1.90 1.76 -1.92
C: -2.23 3.17 3.68
C: -2.64 1.96 4.53
C: -3.51 3.90 3.25
C: -1.40 4.12 4.55
H: 6.36 0.92 -1.08
H: 4.84 1.83 -1.18
H: 5.17 0.56 -2.35
H: 6.24 -1.47 -0.65
H: 4.80 -1.79 -1.66
H: 4.75 -2.15 0.05
H: 4.61 1.36 1.01
H: 5.78 0.07 1.31
H: 3.99 -0.10 2.91
H: 3.97 -1.50 1.82
H: 1.38 -1.03 3.20
H: 2.12 -2.18 2.08
H: -0.83 -1.26 3.31
H: -3.04 -3.04 0.14
H: 0.86 -3.69 -2.20
H: 0.28 -2.16 -2.87
H: -0.24 -3.70 -3.58
H: -0.66 -5.27 -1.10
H: -1.78 -5.20 -2.46
H: -2.36 -4.90 -0.83
H: -2.26 -1.51 -2.45
H: -3.33 -2.81 -1.94
H: -2.45 -2.95 -3.45
H: -2.81 -0.95 4.29
H: -2.23 -2.61 4.58
H: -3.94 -2.22 4.76
H: -4.15 -0.45 2.16
H: -5.33 -1.60 2.81
H: -4.73 -1.79 1.17
H: -2.90 -4.48 2.97
H: -4.07 -4.15 1.69
H: -4.55 -4.01 3.37
H: 2.70 1.86 1.57
H: 2.15 1.18 3.13
H: 0.06 1.75 3.75
H: -2.57 3.62 0.98
H: 0.09 4.60 -1.80
H: -0.50 3.72 -3.20
H: 0.70 2.98 -2.14
H: -2.13 5.02 -0.81
H: -3.38 3.77 -1.00
H: -2.56 4.42 -2.41
H: -1.20 0.94 -1.82
H: -2.14 1.91 -2.97
H: -2.82 1.49 -1.39
H: -3.22 1.26 3.94
H: -3.26 2.30 5.36
H: -1.78 1.45 4.94
H: -4.13 3.26 2.62
H: -3.28 4.82 2.72
H: -4.08 4.16 4.14
H: -0.52 3.62 4.96
H: -2.00 4.48 5.38
H: -1.06 4.98 3.97
C: 4.70 -1.10 -6.52
C: 3.65 -0.68 -5.55
C: 2.39 -0.15 -5.76
C: 1.83 0.03 -4.48
N: 2.71 -0.35 -3.56
N: 3.80 -0.78 -4.22
C: 0.48 0.53 -4.14
H: 4.31 -1.02 -7.53
H: 5.00 -2.13 -6.33
H: 5.58 -0.47 -6.44
H: 1.93 0.07 -6.70
H: 4.57 -1.20 -3.72
H: -0.28 0.07 -4.77
H: 0.42 1.61 -4.25
H: 0.28 0.28 -3.10

---

The following is a DFT calculation (the ωB97M-V functional and the def2-TZVPD basis) of a 9-piece molecular cluster, C39H62N2O18 overall in a non-equilibrium geometry.

Calculated values
DFT total energy in a.u.: -2987.01188
SMILES string: COC[C@H]1NC(=O)C[C@@H]1CN.O=C1CCCO1.O=C1CCCO1.O=C1CCCO1.O=C1CCCO1.O=C1CCCO1.O=C1CCCO1.O=C1CCCO1.O=C1CCCO1
Kohn-Sham gap in eV: 8.17

Cartesian coordinates (Å):
C: 1.42 -0.61 3.76
O: -0.02 -0.65 3.45
C: -0.28 -0.58 2.00
C: -0.83 0.90 1.50
N: -2.17 0.98 2.22
C: -2.04 1.86 3.44
O: -2.48 1.58 4.67
C: -1.21 3.14 2.83
C: -0.05 2.26 2.01
C: 0.97 3.05 1.00
N: 2.37 2.38 0.98
H: 2.13 -0.71 2.84
H: 1.77 -1.41 4.56
H: 1.62 0.47 4.24
H: 0.59 -0.94 1.32
H: -1.19 -1.33 1.80
H: -1.09 0.93 0.33
H: -3.02 1.12 1.63
H: -1.80 3.94 2.19
H: -0.58 3.61 3.69
H: 0.64 1.94 2.90
H: 0.59 3.15 -0.11
H: 1.17 4.16 1.38
H: 2.61 2.04 1.95
H: 2.35 1.55 0.32
O: 1.72 -4.61 0.19
C: 0.62 -4.84 0.67
C: 0.37 -5.54 1.97
C: -1.09 -5.88 1.86
C: -1.63 -4.78 0.99
O: -0.56 -4.44 0.11
H: 0.57 -4.86 2.79
H: 0.99 -6.44 2.05
H: -1.60 -5.95 2.83
H: -1.21 -6.85 1.35
H: -1.90 -3.88 1.57
H: -2.50 -5.10 0.41
O: -3.59 2.74 0.39
C: -4.53 3.17 1.03
C: -5.37 4.35 0.65
C: -6.09 4.66 1.93
C: -6.19 3.31 2.59
O: -5.01 2.61 2.18
H: -6.06 4.06 -0.15
H: -4.74 5.19 0.33
H: -7.07 5.13 1.79
H: -5.48 5.33 2.55
H: -7.06 2.74 2.26
H: -6.21 3.38 3.68
O: -9.07 2.37 0.80
C: -8.67 1.26 0.47
C: -9.42 0.29 -0.39
C: -8.67 -0.99 -0.15
C: -7.28 -0.51 0.16
O: -7.45 0.75 0.81
H: -9.35 0.61 -1.43
H: -10.46 0.22 -0.08
H: -8.71 -1.69 -0.99
H: -9.09 -1.50 0.73
H: -6.68 -0.36 -0.75
H: -6.75 -1.20 0.83
O: 3.18 -0.32 0.45
C: 3.46 -1.03 -0.50
C: 4.73 -1.81 -0.66
C: 4.70 -2.16 -2.12
C: 3.23 -2.23 -2.42
O: 2.63 -1.27 -1.55
H: 4.69 -2.70 -0.02
H: 5.60 -1.19 -0.41
H: 5.23 -3.09 -2.36
H: 5.16 -1.35 -2.70
H: 2.80 -3.22 -2.19
H: 3.01 -1.98 -3.46
O: 5.47 -4.23 -4.30
C: 4.72 -3.91 -5.21
C: 4.84 -4.35 -6.63
C: 3.93 -3.37 -7.34
C: 2.91 -3.04 -6.28
O: 3.62 -3.12 -5.04
H: 4.48 -5.38 -6.72
H: 5.87 -4.27 -6.99
H: 3.49 -3.77 -8.26
H: 4.50 -2.47 -7.60
H: 2.09 -3.76 -6.26
H: 2.51 -2.03 -6.41
O: 3.00 2.31 4.25
C: 3.39 2.66 5.35
C: 3.40 1.82 6.58
C: 3.60 2.84 7.67
C: 4.39 3.92 6.97
O: 3.94 3.89 5.61
H: 4.23 1.11 6.53
H: 2.45 1.29 6.70
H: 4.11 2.45 8.56
H: 2.63 3.24 7.99
H: 5.47 3.72 6.98
H: 4.21 4.91 7.39
O: 4.90 8.18 -1.09
C: 4.48 7.04 -1.23
C: 4.15 6.09 -0.12
C: 4.06 4.78 -0.84
C: 3.60 5.19 -2.22
O: 4.18 6.47 -2.44
H: 3.20 6.38 0.33
H: 4.95 6.08 0.64
H: 3.38 4.06 -0.36
H: 5.05 4.32 -0.90
H: 2.51 5.28 -2.29
H: 3.95 4.49 -2.99
O: 0.66 -5.49 -6.63
C: -0.28 -5.06 -5.99
C: -1.12 -3.87 -6.37
C: -1.84 -3.57 -5.09
C: -1.93 -4.92 -4.43
O: -0.76 -5.62 -4.84
H: -1.81 -4.16 -7.17
H: -0.49 -3.04 -6.69
H: -2.82 -3.09 -5.24
H: -1.23 -2.90 -4.47
H: -2.81 -5.49 -4.77
H: -1.96 -4.84 -3.34

---

The following is a DFT calculation (the ωB97M-V functional and the def2-TZVPD basis) of a 7-piece molecular cluster, C39H64Cl2N2O23P2S2 overall in a non-equilibrium geometry.

Calculated values
DFT total energy in a.u.: -5763.82392
SMILES string: [H]/N=C\C[C@](S)(N=C=S)O[C@@](CO[C@@](CCCCOC)(CCCOC)P(C)C)([PH2]=O)[C@@H](Cl)[C@@H](C)Cl.O=C1OCCO1.O=C1OCCO1.O=C1OCCO1.O=C1OCCO1.O=C1OCCO1.O=C1OCCO1
Kohn-Sham gap in eV: 7.67

Cartesian coordinates (Å):
H: -1.13 -5.73 0.60
N: -1.49 -5.66 1.56
C: -1.90 -4.48 1.76
C: -1.86 -3.33 0.69
C: -0.38 -2.79 0.61
S: 0.73 -3.92 -0.36
N: 0.15 -3.00 2.02
C: -0.04 -2.03 2.71
S: -0.40 -0.96 3.81
O: -0.21 -1.42 0.37
C: -0.62 -0.78 -0.82
C: 0.66 -0.05 -1.44
O: 1.71 -0.98 -1.38
C: 3.00 -0.51 -1.80
C: 3.95 -0.10 -0.63
C: 3.32 0.80 0.47
C: 2.66 -0.01 1.65
C: 2.65 0.96 2.87
O: 1.73 2.02 2.51
C: 2.39 3.29 2.43
C: 3.66 -1.77 -2.51
C: 5.20 -1.66 -2.71
C: 5.97 -2.57 -1.71
O: 6.34 -3.82 -2.31
C: 6.34 -4.89 -1.40
P: 3.06 0.86 -3.08
C: 2.11 0.48 -4.63
C: 2.74 2.56 -2.42
P: -1.37 -1.72 -2.25
O: -2.80 -2.11 -2.09
C: -1.57 0.44 -0.41
Cl: -2.56 1.07 -1.79
C: -2.55 0.14 0.78
C: -2.81 1.51 1.51
Cl: -4.21 -0.40 0.25
H: -2.34 -4.28 2.75
H: -2.58 -2.58 1.04
H: -2.17 -3.83 -0.25
H: -0.06 -4.52 -1.29
H: 0.93 0.84 -0.83
H: 0.35 0.22 -2.47
H: 4.84 0.43 -1.01
H: 4.29 -1.04 -0.14
H: 2.64 1.58 0.10
H: 4.17 1.34 0.95
H: 1.60 -0.11 1.37
H: 3.18 -0.95 1.85
H: 2.17 0.46 3.74
H: 3.65 1.36 3.11
H: 3.39 3.23 1.97
H: 2.52 3.64 3.48
H: 1.79 4.05 1.89
H: 3.34 -2.65 -1.92
H: 3.17 -1.84 -3.50
H: 5.58 -0.63 -2.74
H: 5.41 -2.10 -3.71
H: 6.90 -2.07 -1.38
H: 5.31 -2.81 -0.85
H: 6.36 -4.59 -0.33
H: 5.46 -5.55 -1.54
H: 7.22 -5.56 -1.55
H: 1.82 -0.59 -4.70
H: 1.14 1.04 -4.60
H: 2.63 0.82 -5.53
H: 2.58 3.27 -3.25
H: 3.64 2.92 -1.88
H: 1.87 2.68 -1.74
H: -0.66 -2.88 -2.64
H: -1.31 -0.84 -3.37
H: -0.95 1.29 -0.08
H: -2.17 -0.53 1.55
H: -3.23 1.25 2.50
H: -3.57 2.11 0.98
H: -1.87 2.06 1.68
O: -0.85 -6.49 -2.39
C: -0.91 -7.55 -1.85
O: 0.09 -8.09 -1.11
C: -0.43 -9.24 -0.45
C: -1.59 -9.63 -1.33
O: -1.98 -8.38 -1.90
H: 0.32 -10.02 -0.37
H: -0.75 -8.96 0.56
H: -1.29 -10.31 -2.14
H: -2.41 -10.08 -0.77
O: 5.84 -0.99 5.36
C: 5.06 -1.82 5.00
O: 5.08 -3.12 5.39
C: 3.87 -3.73 4.93
C: 3.48 -2.85 3.78
O: 4.04 -1.58 4.14
H: 4.05 -4.76 4.64
H: 3.14 -3.71 5.74
H: 3.93 -3.17 2.83
H: 2.40 -2.78 3.65
O: 4.60 4.80 1.32
C: 4.53 5.86 1.85
O: 3.61 6.81 1.55
C: 3.71 7.83 2.55
C: 5.12 7.66 3.05
O: 5.37 6.27 2.84
H: 3.53 8.81 2.11
H: 2.96 7.64 3.32
H: 5.84 8.24 2.48
H: 5.22 7.92 4.10
O: -5.39 5.78 -5.79
C: -4.97 4.70 -5.54
O: -4.66 3.76 -6.47
C: -3.99 2.69 -5.80
C: -4.48 2.83 -4.39
O: -4.75 4.23 -4.28
H: -4.24 1.74 -6.25
H: -2.91 2.85 -5.89
H: -5.40 2.28 -4.21
H: -3.74 2.53 -3.65
O: -3.27 2.99 4.69
C: -4.45 2.97 4.58
O: -5.12 3.22 3.42
C: -6.49 2.87 3.62
C: -6.63 2.99 5.12
O: -5.32 2.69 5.59
H: -7.14 3.55 3.09
H: -6.65 1.86 3.26
H: -6.90 3.99 5.44
H: -7.36 2.28 5.52
O: -9.78 4.32 -0.07
C: -9.06 4.12 -1.00
O: -9.23 3.13 -1.91
C: -8.30 3.35 -2.97
C: -7.23 4.17 -2.31
O: -7.94 4.85 -1.28
H: -7.93 2.41 -3.37
H: -8.81 3.90 -3.77
H: -6.45 3.55 -1.85
H: -6.76 4.88 -2.98

---

The following is a DFT calculation (the ωB97M-V functional and the def2-TZVPD basis) of C39H64F6O19Pb as an isolated structure in a non-equilibrium geometry.

Calculated values
DFT total energy in a.u.: -3745.50850
Energy above the lowest of the compared OMol25 structures with the same formula, charge and spin in kcal/mol: 351.9
Kohn-Sham gap in eV: 2.37

Cartesian coordinates (Å):
Pb: 1.96 -5.53 -4.22
C: 6.24 -2.97 -6.54
O: 4.92 -2.84 -7.15
O: 5.92 -3.78 -5.48
C: 7.35 -3.46 -7.64
F: 7.20 -2.72 -8.67
F: 8.63 -3.42 -7.28
F: 7.04 -4.69 -8.02
C: 4.73 -1.48 -7.82
C: 4.04 -0.42 -6.94
H: 3.97 -0.76 -5.91
H: 4.45 0.58 -7.04
H: 3.00 -0.36 -7.27
H: 4.08 -1.52 -8.69
H: 5.55 -0.97 -8.31
H: 6.55 -2.02 -6.10
C: 0.06 -0.29 -0.06
O: 0.65 -0.24 1.24
O: 0.42 -1.53 -0.68
C: -1.42 0.25 0.00
F: -1.52 1.52 0.12
F: -2.01 0.02 -1.18
F: -2.21 -0.23 0.99
C: 1.06 1.04 1.75
C: 1.74 0.82 3.17
H: 1.03 0.20 3.72
H: 2.70 0.31 3.10
H: 1.82 1.82 3.60
H: 0.23 1.68 2.05
H: 1.73 1.59 1.09
H: 0.45 0.43 -0.78
C: -7.34 -1.81 7.62
O: -6.75 -0.75 6.89
C: -5.49 -0.34 7.10
O: -4.77 -0.87 7.86
O: -5.22 0.68 6.28
C: -3.84 0.96 6.14
H: -7.56 -1.58 8.66
H: -6.83 -2.77 7.62
H: -8.34 -2.00 7.23
H: -3.79 1.59 5.26
H: -3.25 0.09 5.85
H: -3.40 1.43 7.02
C: 0.09 5.20 -4.01
C: 0.88 5.94 -5.05
C: 0.54 7.32 -4.65
O: -0.77 7.30 -4.16
C: -1.11 5.99 -3.65
H: 0.65 5.05 -3.08
H: -0.24 4.23 -4.36
H: 0.48 5.79 -6.05
H: 1.96 5.81 -5.06
H: 0.54 8.00 -5.50
H: 1.05 7.71 -3.77
H: -1.97 5.62 -4.21
H: -1.21 5.91 -2.57
C: 6.18 7.17 2.31
C: 4.82 6.65 1.91
C: 4.78 6.97 0.44
O: 5.61 8.18 0.23
C: 6.66 8.17 1.12
H: 6.87 6.32 2.37
H: 6.28 7.64 3.29
H: 4.05 7.17 2.49
H: 4.72 5.59 2.15
H: 3.77 7.31 0.24
H: 5.16 6.19 -0.22
H: 6.71 9.14 1.63
H: 7.63 7.90 0.71
O: 7.29 3.70 9.00
C: 6.99 2.51 9.29
O: 6.71 2.17 10.47
C: 6.28 0.78 10.60
C: 6.30 0.24 9.21
C: 6.92 1.34 8.37
H: 5.39 0.57 11.18
H: 7.10 0.33 11.15
H: 5.33 -0.14 8.89
H: 6.91 -0.65 9.24
H: 6.31 1.64 7.52
H: 7.89 0.90 8.14
O: 3.43 -6.69 0.98
C: 3.48 -6.18 2.07
O: 2.35 -5.80 2.82
C: 2.71 -5.27 4.12
C: 4.15 -5.78 4.30
C: 4.69 -5.94 2.90
H: 1.98 -5.71 4.81
H: 2.60 -4.19 4.02
H: 4.02 -6.73 4.82
H: 4.65 -5.05 4.94
H: 5.39 -6.77 2.84
H: 5.23 -5.02 2.71
O: -11.23 1.85 -2.46
C: -10.61 1.79 -1.44
O: -10.98 2.39 -0.29
C: -10.05 2.06 0.79
C: -8.75 1.95 0.04
C: -9.21 1.21 -1.17
H: -10.42 1.30 1.48
H: -9.89 3.03 1.25
H: -7.89 1.57 0.59
H: -8.35 2.82 -0.48
H: -9.37 0.14 -1.09
H: -8.63 1.37 -2.09
O: -2.00 -2.96 -6.83
C: -3.12 -2.65 -6.95
O: -4.17 -3.48 -6.75
C: -5.35 -2.86 -7.26
C: -4.79 -1.94 -8.36
C: -3.55 -1.39 -7.68
H: -6.00 -2.27 -6.62
H: -5.97 -3.65 -7.68
H: -5.40 -1.11 -8.73
H: -4.57 -2.53 -9.25
H: -3.72 -0.60 -6.94
H: -2.74 -1.17 -8.37
O: -2.60 -7.33 -2.35
C: -3.55 -7.12 -1.66
O: -4.82 -7.56 -1.98
C: -5.74 -7.08 -0.99
C: -5.06 -5.87 -0.32
C: -3.65 -6.35 -0.32
H: -6.01 -7.74 -0.16
H: -6.65 -6.76 -1.50
H: -5.44 -5.57 0.65
H: -5.19 -5.05 -1.03
H: -3.61 -7.12 0.45
H: -2.94 -5.57 -0.04

---

Q: Look up the Kohn-Sham gap of the fourth one.
A: 2.37 eV

---

Q: Which formula does entry 3 have?
A: C39H64Cl2N2O23P2S2

---

Q: Which of these has the highest Kohn-Sham gap?
A: C39H62N2O18